[1]
A molecular structure, C5H10O2. Source: OMol25; level of theory: the ωB97M-V functional and the def2-TZVPD basis.

Last column: natural (NBO) charge in e.
Geometry (Å):
O (2.2970, -0.1963, -1.4075)  -0.8899
C (1.7004, -0.8456, 0.3959)  -0.0665
C (0.4475, -0.4299, -0.0741)  -0.0933
C (-0.8894, -0.9321, 0.3896)  -0.4261
C (-1.7757, 0.2443, -0.0279)  -0.4217
C (-0.8634, 1.4548, 0.1981)  -0.0597
O (0.4318, 1.0033, -0.1027)  -0.5622
H (2.0956, 0.7492, -1.2410)  0.4765
H (2.3009, -0.1977, 1.0300)  0.2059
H (1.8883, -1.9131, 0.5047)  0.2098
H (1.0915, -0.5542, -1.3051)  0.4257
H (-0.8959, -1.0578, 1.4799)  0.1964
H (-1.1622, -1.8880, -0.0665)  0.2287
H (-2.7053, 0.3070, 0.5388)  0.2170
H (-1.9989, 0.1531, -1.0958)  0.2086
H (-0.8789, 1.7998, 1.2415)  0.1626
H (-1.0831, 2.3033, -0.4576)  0.1882

Computed properties:
Charge: 0
2S+1: 1
HOMO: -7.694 eV
DFT total energy: -346.83092 Ha
LUMO: 0.52 eV

[2]
C3H7NO3 in the gas phase. Source: OMol25; level of theory: the ωB97M-V functional and the def2-TZVPD basis.

Last column: natural (NBO) charge in e.
Geometry (Å):
C (1.1181, 0.6346, 0.8689)  0.1467
C (-1.6334, 0.2742, 0.4542)  -0.4150
C (0.1436, -0.9191, -0.7181)  0.8720
O (1.3442, -1.0489, -0.9738)  -0.7232
O (-0.8205, -1.3955, -1.5445)  -0.6995
O (1.8242, 1.4292, 0.0236)  -0.6895
N (-0.2553, -0.1066, 0.2540)  -0.4778
H (-0.3813, -1.9128, -2.2340)  0.5045
H (2.3095, 0.8555, -0.5917)  0.5023
H (1.7034, -0.1703, 1.3214)  0.1852
H (0.6338, 1.2603, 1.6115)  0.1684
H (-2.2970, -0.4914, 0.0520)  0.2311
H (-1.8521, 1.2218, -0.0464)  0.1954
H (-1.8374, 0.3689, 1.5228)  0.1994

Computed properties:
Charge: 0
2S+1: 1
HOMO: -9.611 eV
DFT total energy: -398.98722 Ha
LUMO: 0.76 eV
SMILES: CN(CO)C(=O)O

[3]
3 unconnected molecules or ions with the total composition C5H14NO. Source: OMol25; level of theory: the ωB97M-V functional and the def2-TZVPD basis.

Last column: natural (NBO) charge in e.
Geometry (Å):
C (-1.5367, 1.0228, -0.6319)  -0.5960
C (-1.7917, -0.3878, -1.2163)  -0.4419
C (-0.5199, -1.2269, -1.2945)  0.0473
C (0.0859, -1.4489, -2.5001)  -0.0454
C (0.0765, -1.7596, -0.0519)  -0.4365
N (2.3422, 2.1193, 2.9402)  -1.0736
H (-0.9247, 1.5897, -1.3601)  0.2180
H (-2.4547, 1.5395, -0.3964)  0.2467
H (-2.1846, -0.2895, -2.2284)  0.2329
H (-2.4554, -0.9563, -0.5784)  0.2340
H (-0.3337, -1.1126, -3.4612)  0.2366
H (1.0177, -2.0308, -2.6131)  0.2241
H (-0.6570, -2.3068, 0.5514)  0.2966
H (0.9847, -2.3338, -0.2539)  0.2634
H (0.3984, -0.8552, 0.6786)  0.3354
H (2.9859, 2.7974, 2.5620)  0.3859
H (2.0058, 2.4285, 3.8360)  0.3821
H (1.5862, 1.8398, 2.3005)  0.3533
H (-0.9080, 0.9230, 0.2497)  0.2228
H (1.4947, 0.0963, 2.0467)  0.5030
O (0.7882, 0.3518, 1.4209)  -0.5887

Computed properties:
Charge: +1
2S+1: 1
HOMO: -12.982 eV
DFT total energy: -328.41435 Ha
LUMO: -9.31 eV

[4]
A molecular structure, C10H13NO5Ti. Source: OMol25; level of theory: the ωB97M-V functional and the def2-TZVPD basis.

Last column: natural (NBO) charge in e.
Geometry (Å):
Ti (-0.0806, 0.1989, 0.1145)  0.5589
O (-1.7159, -2.3939, 1.2701)  -0.3123
C (-1.1392, -1.4856, 0.8720)  0.5440
C (0.9936, 1.7305, -0.8715)  0.5479
O (1.4385, 2.6616, -1.4103)  -0.3281
C (-0.4170, -0.7089, -1.8484)  0.5525
O (-0.6950, -1.1712, -2.8783)  -0.3120
C (0.7715, 0.5844, 1.9986)  0.5605
O (0.9020, 0.9740, 3.0859)  -0.3010
C (1.9643, -1.9678, 0.1667)  -0.3788
H (1.8078, -2.0599, 1.2802)  0.2296
H (1.3008, -2.6517, -0.4433)  0.2292
C (2.6057, -0.9264, -0.3745)  -0.3866
H (2.5499, -0.6930, -1.4725)  0.2294
H (3.0406, -0.1049, 0.2552)  0.2304
C (-4.0429, 3.8750, -0.0441)  -0.4265
N (-2.9554, 3.1017, 0.5157)  -0.3023
C (-2.3697, 3.4574, 1.8112)  -0.4205
C (-2.4162, 2.0735, -0.1056)  0.7001
C (-2.7659, 1.6116, -1.4730)  -0.7208
O (-1.4843, 1.4758, 0.5817)  -0.7145
H (-4.3043, 4.6269, 0.6861)  0.2491
H (-4.8966, 3.2296, -0.2377)  0.2343
H (-3.7392, 4.3507, -0.9740)  0.2322
H (-2.4178, 2.6223, 2.5339)  0.2363
H (-1.3110, 3.7717, 1.7163)  0.2275
H (-2.9523, 4.2976, 2.1974)  0.2427
H (-1.9258, 1.7758, -2.1766)  0.2584
H (-3.0316, 0.5371, -1.4726)  0.2596
H (-3.6315, 2.1842, -1.8404)  0.2809

Computed properties:
Charge: +2
2S+1: 3
HOMO (spin up / spin down): -16.102 / -17.384 eV
<S²>: 2.01
DFT total energy: -1668.65747 Ha
LUMO (spin up / spin down): -8.83 / -9.56 eV

[5]
A molecular structure, C5H10CuO3. Source: OMol25; level of theory: the ωB97M-V functional and the def2-TZVPD basis.

Last column: natural (NBO) charge in e.
Geometry (Å):
O (-1.3810, 1.4334, -0.8774)  -0.8202
C (-2.0717, 1.2993, 0.3539)  -0.0875
C (-1.1706, 1.3602, 1.5094)  -0.1156
O (-0.1527, 0.0003, 1.3091)  -0.7057
C (1.2383, 0.1578, 1.1634)  -0.0871
C (1.7533, -0.9902, 0.3192)  -0.0805
O (0.9565, -1.0534, -0.8699)  -0.5969
C (1.4028, -2.0207, -1.8112)  -0.2430
Cu (-0.8734, -0.3634, -0.5361)  0.8955
H (-2.9532, 1.9536, 0.4622)  0.1663
H (-1.6561, 1.2771, 2.4905)  0.2023
H (-0.4232, 2.1728, 1.4629)  0.1849
H (1.7586, 0.1503, 2.1350)  0.1775
H (1.4582, 1.1132, 0.6567)  0.1826
H (1.6701, -1.9500, 0.8525)  0.1794
H (2.8044, -0.8248, 0.0406)  0.1851
H (0.7088, -2.0072, -2.6579)  0.2074
H (2.4119, -1.7612, -2.1595)  0.1789
H (1.4182, -3.0182, -1.3481)  0.1768

Computed properties:
Charge: 0
2S+1: 2
HOMO (spin up / spin down): -6.503 / -7.737 eV
<S²>: 0.76
DFT total energy: -2062.54912 Ha
LUMO (spin up / spin down): 0.57 / 0.43 eV

[6]
2 unconnected molecules or ions with the total composition C2H10NS. Source: OMol25; level of theory: the ωB97M-V functional and the def2-TZVPD basis.

Last column: natural (NBO) charge in e.
Geometry (Å):
N (1.0806, 1.7899, -1.8742)  -0.8620
H (1.9600, 1.4499, -1.4809)  0.4693
H (1.2556, 2.6448, -2.4006)  0.4473
H (0.7301, 1.0656, -2.5083)  0.4556
H (0.3087, 2.0191, -1.2402)  0.4718
C (-1.1884, -1.6187, -0.4474)  -0.6107
C (-0.8888, -1.0635, 0.9570)  -0.5067
S (0.4093, 0.2113, 0.9424)  -0.1249
H (-0.5481, -2.4389, -0.7330)  0.2225
H (-1.0976, -0.8099, -1.1726)  0.1804
H (-2.1886, -2.0500, -0.4120)  0.2384
H (-1.7897, -0.6807, 1.3805)  0.2315
H (-0.6056, -1.8616, 1.6322)  0.2320
H (-0.1989, 1.1108, 1.7259)  0.1555

Computed properties:
Charge: +1
2S+1: 1
HOMO: -13.036 eV
DFT total energy: -534.87255 Ha
LUMO: -4.13 eV

[7]
C4H8 in the gas phase. Source: OMol25; level of theory: the ωB97M-V functional and the def2-TZVPD basis.

Last column: natural (NBO) charge in e.
Geometry (Å):
C (0.8400, 0.9939, -0.9749)  -0.6043
C (0.5971, -0.3711, -0.3181)  -0.4462
C (-0.8536, -0.6046, 0.1368)  -0.1762
C (-1.1822, -0.4304, 1.4507)  -0.4223
H (0.9004, 1.6634, -0.0300)  0.2093
H (0.0189, 1.3461, -1.7332)  0.2127
H (1.7762, 1.0086, -1.5372)  0.2102
H (0.8009, -1.1326, -1.0387)  0.2026
H (1.2908, -0.5672, 0.4924)  0.2078
H (-1.6896, -0.9954, -0.6242)  0.2110
H (-0.3520, -0.1807, 2.2255)  0.1889
H (-2.1469, -0.7301, 1.9508)  0.2065

Computed properties:
Charge: 0
2S+1: 1
HOMO: -9.566 eV
DFT total energy: -157.14853 Ha
LUMO: 1.25 eV
SMILES: C=CCC

[8]
C9H8O3 in the gas phase. Source: OMol25; level of theory: the ωB97M-V functional and the def2-TZVPD basis.

Last column: natural (NBO) charge in e.
Geometry (Å):
C (-3.4299, -1.3965, 0.0216)  -0.7105
C (-2.7000, -0.1589, -0.0734)  0.5234
C (-1.2463, 0.1381, 0.3967)  -0.1578
C (-0.7889, 1.4785, -0.0195)  -0.0940
C (0.6380, 1.6751, -0.0164)  -0.3001
C (1.5608, 0.6735, 0.1622)  0.2957
C (3.4374, -0.5501, -0.2071)  0.2519
C (1.1601, -0.6487, 0.1286)  0.2225
C (-0.1904, -0.8099, 0.1569)  -0.2239
H (-2.8162, -2.0702, -0.5608)  0.2313
H (-4.5676, -1.1326, -0.3097)  0.2701
H (-3.6441, -1.5429, 1.3184)  0.2497
H (-1.4708, 2.2079, -0.0392)  0.2241
H (1.1239, 2.6217, -0.0198)  0.2238
H (4.0643, -0.6274, 0.8633)  0.1753
H (3.8853, -0.5353, -1.1488)  0.1801
H (-0.5675, -1.7642, 0.2061)  0.2060
O (-3.4568, 0.8332, -0.3216)  -0.5810
O (2.8786, 0.6475, 0.1002)  -0.4894
O (2.2466, -1.4263, -0.2295)  -0.4971

Computed properties:
Charge: 0
2S+1: 1
HOMO: -8.512 eV
DFT total energy: -573.29240 Ha
LUMO: 0.10 eV
SMILES: CC(=O)c1ccc2c(c1)OCO2

[9]
A molecular structure, C16H12BrCo2N2O6. Source: OMol25; level of theory: the ωB97M-V functional and the def2-TZVPD basis.

Last column: natural (NBO) charge in e.
Geometry (Å):
C (1.6627, -1.4566, 5.9561)  -0.3982
N (2.2765, -1.1105, 4.6888)  -0.4529
C (3.6320, -0.6090, 4.8275)  -0.3997
C (1.6493, -1.2951, 3.4810)  0.1834
C (1.6905, -0.2394, 2.4933)  -0.1428
Br (2.4236, 1.5102, 2.8688)  0.0455
C (1.0199, -0.4551, 1.2871)  0.0299
N (0.4130, -1.6129, 1.0511)  -0.4337
C (0.3463, -2.5949, 1.9349)  0.0605
C (0.9263, -2.4836, 3.2013)  -0.3051
H (0.6202, -1.7549, 5.7954)  0.2150
H (2.2001, -2.2779, 6.4657)  0.1781
H (1.6902, -0.5891, 6.6440)  0.1923
H (4.1016, -0.5233, 3.8433)  0.2204
H (3.6497, 0.3681, 5.3385)  0.1918
H (4.2230, -1.3054, 5.4503)  0.1820
H (0.9923, 0.3093, 0.5129)  0.2167
H (-0.1782, -3.5122, 1.6605)  0.1964
H (0.8760, -3.3200, 3.9042)  0.2205
O (1.0658, 4.1340, -3.7874)  -0.5577
C (0.0086, 3.6518, -3.8115)  0.4275
Co (-1.5208, 2.8105, -3.8233)  0.0121
C (-2.4555, 3.2486, -2.4107)  0.4746
O (-3.0775, 3.4512, -1.4540)  -0.5338
C (-2.5990, 3.3778, -5.0947)  0.5557
O (-3.3343, 3.6694, -5.9487)  -0.5528
C (-1.3395, 0.9414, -4.4059)  -0.4999
C (-0.8208, 0.7420, -3.0954)  -0.2820
C (0.3402, 0.5892, -2.4371)  -0.3696
Co (-2.5336, -0.2840, -3.6452)  -0.0801
C (-3.3573, -0.3299, -2.0874)  0.4990
O (-3.8349, -0.2877, -1.0410)  -0.5561
C (-1.8154, -1.8503, -3.9969)  0.4796
O (-1.2126, -2.8088, -4.2156)  -0.5653
C (-3.8920, 0.0260, -4.7635)  0.5304
O (-4.7251, 0.3329, -5.4987)  -0.5553
H (-0.7467, 0.7046, -5.3224)  0.1824
H (0.3917, -0.0253, -1.5146)  0.2022
H (1.2439, 0.8590, -3.0508)  0.1890

Computed properties:
Charge: -1
2S+1: 1
HOMO: -3.615 eV
DFT total energy: -6517.30539 Ha
LUMO: 2.06 eV

[10]
2 unconnected molecules or ions with the total composition C2H8NO2. Source: OMol25; level of theory: the ωB97M-V functional and the def2-TZVPD basis.

Last column: natural (NBO) charge in e.
Geometry (Å):
C (-0.4297, -1.0684, 0.4719)  -0.0745
O (-1.1946, 0.0098, 1.0015)  -0.8349
C (0.0489, -0.7159, -0.9468)  -0.2339
N (1.3124, 0.0588, -1.0548)  -0.8760
H (0.4240, -1.1539, 1.1690)  0.1379
H (-1.0909, -2.0330, 0.4889)  0.1411
H (0.3045, -1.7189, -1.5141)  0.1393
H (-0.7964, -0.1715, -1.5383)  0.2029
H (1.1881, 1.1089, -0.9948)  0.4014
H (1.8509, -0.2897, -0.2263)  0.3380
H (-0.5459, 2.5973, 1.5681)  0.4084
H (-0.7525, 0.9811, 0.8969)  0.5094
O (-0.3186, 2.3955, 0.6788)  -1.2590

Computed properties:
Charge: -1
2S+1: 1
HOMO: -3.555 eV
DFT total energy: -286.21623 Ha
LUMO: 4.41 eV